Record 1
This record from OMol25 describes a gas-phase ion, C35H41N2O2 (charge +1). The level of theory is ωB97M-V with the def2-TZVPD basis set.

Computed properties:
- charge = +1
- structure (SMILES) = COC(=O)[C@H]1CCC/[N+]1=C1\CCCC[C@@H]1[C@H](/C=C/N(Cc1ccccc1)Cc1ccccc1)c1ccccc1
- HOMO (eV) = -9.8
- E_LUMO (eV) = -3.93
- 2S+1 = 1
- DFT total energy (eV) = -44024.8094
- gap between HOMO and LUMO (eV) = 5.889

Last column: Löwdin charge in e.
Element x y z (Å)
C: -0.340 1.021 -1.711  -0.092
H: -4.403 -0.679 0.842  0.121
C: -2.440 -0.861 1.845  -0.164
C: -3.486 -2.430 0.107  -0.169
C: -1.252 5.512 1.309  -0.083
H: -0.515 3.083 -4.273  0.132
H: 1.541 3.344 -1.887  0.120
H: -2.231 -1.431 2.810  0.134
H: 1.099 -5.891 2.473  0.126
H: 0.346 4.057 -2.941  0.127
C: 0.146 1.095 -4.656  -0.221
H: 4.269 -0.242 1.627  0.106
C: 0.140 5.551 1.086  -0.077
H: -1.552 0.407 -5.777  0.114
C: 0.256 -0.738 -6.253  -0.081
C: 0.459 3.410 -2.062  -0.121
N: -0.006 -3.503 0.982  0.016
H: -2.694 0.233 2.114  0.148
H: -1.317 -0.005 3.323  0.065
C: -2.086 4.853 0.394  -0.079
H: 2.472 -4.990 -0.037  0.127
C: -0.043 1.219 4.392  -0.063
H: 4.076 -1.498 2.929  0.109
H: 1.569 -2.897 -0.287  0.175
O: 2.871 -1.603 1.250  -0.008
H: -2.184 3.727 -1.459  0.114
C: -0.480 0.259 -5.595  -0.042
H: -1.665 5.997 2.193  0.102
C: 1.408 1.577 2.030  -0.089
H: -1.687 1.819 -3.826  0.122
H: -1.032 -5.072 2.036  0.145
C: -0.393 0.546 3.249  -0.064
H: 1.295 2.743 5.264  0.113
C: -0.490 0.262 0.685  -0.182
C: 0.965 -5.644 1.413  -0.122
C: 0.267 0.758 1.983  -0.142
H: 0.809 6.057 1.793  0.108
O: 1.501 -2.289 2.919  0.115
H: 2.037 1.687 -3.791  0.113
H: -0.837 -5.343 0.282  0.132
C: 1.404 -3.327 0.708  -0.152
H: -0.331 -1.290 2.174  0.115
C: 3.575 -0.825 2.228  -0.012
C: -0.349 -4.919 1.179  -0.123
C: 2.274 -0.006 -5.116  -0.073
H: 2.187 -1.662 -6.515  0.102
C: 1.037 2.134 4.371  -0.051
H: -4.323 -3.135 0.081  0.124
H: -2.093 -4.049 -0.350  0.136
H: -1.631 0.818 0.642  0.189
C: -3.683 -1.417 1.203  -0.203
H: -3.401 -1.980 -0.887  0.123
C: -0.986 -2.588 0.691  0.002
H: -1.064 0.329 -2.156  0.132
C: 0.276 0.745 -0.491  -0.071
C: -2.274 -3.296 0.437  -0.125
H: 1.002 -6.570 0.838  0.121
H: 1.748 4.974 -0.273  0.115
C: -0.962 -1.158 1.226  -0.139
H: 1.243 1.265 -0.277  0.087
H: -4.181 -1.879 2.044  0.115
C: -1.534 4.218 -0.727  -0.040
H: 3.347 -0.102 -4.927  0.106
C: 1.710 2.348 3.137  -0.076
N: -0.148 2.144 -2.451  -0.126
C: 1.631 -0.875 -6.009  -0.090
H: 2.882 -0.185 2.777  0.075
H: 2.892 -4.604 1.650  0.136
C: 0.673 4.929 -0.049  -0.050
H: -0.259 -1.397 -6.961  0.107
H: -0.610 1.070 5.309  0.110
C: -0.144 4.180 -0.910  -0.211
H: 2.024 1.802 1.164  0.099
C: 2.066 -4.692 0.933  -0.077
H: 2.473 3.107 3.079  0.104
C: -0.631 2.085 -3.828  -0.132
H: -3.170 4.818 0.569  0.106
H: -2.465 -3.779 1.438  0.159
C: 1.530 0.993 -4.472  -0.036
C: 1.873 -2.325 1.746  -0.458


Record 2
This record from OMol25 describes 2 unconnected molecules or ions with the total composition C2F2N2O2. The level of theory is ωB97M-V with the def2-TZVPD basis set.

Computed properties:
- charge = 0
- structure (SMILES) = N#CN(F)F.O=C=O
- HOMO (eV) = -11.9
- ΔE to the lowest compared entry with this formula, charge and spin (kcal per mole) = 42.1
- E_LUMO (eV) = 0.35
- 2S+1 = 1
- DFT total energy (eV) = -14579.5036
- gap between HOMO and LUMO (eV) = 12.279

Last column: Löwdin charge in e.
Element x y z (Å)
N: -1.662 0.790 -0.685  0.211
N: -0.618 -0.836 0.946  -0.056
C: 1.790 0.743 -1.250  -0.448
O: 1.775 0.598 -2.385  0.224
F: -0.410 -0.134 2.126  0.027
F: -1.318 -1.978 1.246  0.042
C: -1.306 0.053 0.108  -0.202
O: 1.749 0.764 -0.107  0.202


Record 3
This record from OMol25 describes a single C23H26N2O5 molecule. The level of theory is ωB97M-V with the def2-TZVPD basis set.

Computed properties:
- charge = 0
- structure (SMILES) = COCCCN1C(=O)C(=O)/C(=C(/O)c2ccc(OC(C)C)cc2)[C@@H]1c1cccnc1
- HOMO (eV) = -8.6
- ΔE to the lowest compared entry with this formula, charge and spin (kcal per mole) = 73.4
- E_LUMO (eV) = -0.23
- 2S+1 = 1
- DFT total energy (eV) = -37490.1867
- gap between HOMO and LUMO (eV) = 8.331

Last column: Löwdin charge in e.
Element x y z (Å)
C: -2.991 0.409 1.433  -0.018
H: -1.877 0.229 -1.750  0.126
H: -8.390 1.397 -0.614  0.082
C: -8.459 0.397 -0.193  -0.037
H: 6.689 -0.089 2.657  0.092
H: -1.013 1.888 1.867  0.119
C: 0.304 -0.331 0.091  -0.039
C: -0.645 0.453 0.657  -0.184
H: -8.635 -0.306 -1.002  0.085
H: 4.025 -2.162 -1.149  0.136
H: 4.293 -0.480 -0.628  0.130
H: 3.589 4.157 0.725  0.101
C: 3.819 -1.431 -0.363  -0.120
H: -5.018 0.342 2.056  0.107
C: 2.224 1.450 -1.541  -0.081
C: -2.566 0.244 -0.922  -0.005
N: 2.629 2.586 -2.073  0.072
C: 2.766 2.172 0.660  -0.028
C: 2.268 1.182 -0.175  -0.163
C: -3.918 0.178 -1.153  0.029
H: -8.009 -1.419 1.871  0.085
C: 5.924 -1.888 0.935  -0.232
C: 0.120 -1.523 -0.721  -0.250
H: 5.283 0.644 1.838  0.071
H: -9.293 0.360 0.501  0.083
C: -4.835 0.201 -0.094  -0.251
C: 4.393 -1.927 0.967  -0.137
C: 6.322 0.319 1.708  -0.107
C: -2.078 0.354 0.382  -0.161
H: 3.426 4.434 -1.754  0.103
H: -6.981 0.776 1.322  0.138
O: 6.460 -0.613 0.666  -0.192
N: 2.390 -1.259 -0.321  -0.008
H: -6.280 -1.645 1.571  0.073
H: 4.029 -1.301 1.785  0.101
H: -7.450 -2.083 0.328  0.089
H: 1.846 0.710 -2.235  0.129
H: 1.983 -0.185 1.442  0.157
H: 6.320 -2.269 1.889  0.122
H: -2.638 0.475 2.454  0.122
H: 6.925 1.181 1.429  0.092
C: -7.163 0.040 0.526  -0.428
H: 6.290 -2.521 0.123  0.129
H: 2.809 2.013 1.729  0.116
O: 1.827 -3.062 -1.600  0.101
H: -4.305 0.098 -2.155  0.125
H: 4.068 -2.951 1.155  0.124
C: 1.525 -2.080 -0.960  -0.369
O: -0.247 1.386 1.556  0.105
C: -4.351 0.320 1.208  -0.009
C: 3.195 3.367 0.105  -0.055
C: 3.105 3.522 -1.269  -0.151
C: -7.228 -1.368 1.117  -0.033
C: 1.779 -0.141 0.362  -0.189
O: -0.906 -2.027 -1.120  0.125
O: -6.132 0.129 -0.453  -0.019


Record 4
This record from OMol25 describes a single C26H25N3O5S molecule. The level of theory is ωB97M-V with the def2-TZVPD basis set.

Computed properties:
- charge = 0
- structure (SMILES) = O=C(CCN1c2ccccc2Sc2ccccc21)OCC(=O)N1CCN(C(=O)c2ccco2)CC1
- HOMO (eV) = -7.1
- ΔE to the lowest compared entry with this formula, charge and spin (kcal per mole) = 57.7
- E_LUMO (eV) = 0.62
- 2S+1 = 1
- DFT total energy (eV) = -52911.4674
- gap between HOMO and LUMO (eV) = 7.721

Last column: Löwdin charge in e.
Element x y z (Å)
H: 1.611 -3.250 1.099  0.119
N: 1.206 -1.454 0.089  -0.035
H: -4.876 -0.606 -1.832  0.125
C: -0.398 2.510 -0.975  -0.132
C: -5.352 0.622 0.751  -0.027
H: 0.540 3.173 -2.779  0.099
C: 0.049 -1.804 -0.500  -0.401
C: 7.041 2.360 0.780  -0.044
H: 3.603 0.655 -1.020  0.115
H: 2.155 -1.764 1.910  0.142
H: -2.964 0.791 -3.254  0.111
C: -1.423 1.763 -0.418  -0.453
H: 4.105 -2.954 0.961  0.123
H: -1.121 2.052 -4.234  0.102
C: 5.926 2.701 0.077  -0.101
C: -0.273 2.608 -2.349  -0.099
C: -5.933 1.012 1.945  -0.085
C: 3.428 -2.417 0.294  -0.107
H: -0.506 -3.309 0.986  0.128
H: 7.867 2.995 1.026  0.104
C: -0.575 -3.153 -0.095  -0.067
C: 5.676 0.605 0.591  -0.167
C: -3.901 -0.791 -1.360  -0.136
H: -6.992 0.861 2.092  0.102
C: -2.678 -2.238 0.220  -0.480
C: -4.022 -2.010 -0.420  -0.044
H: 1.105 0.373 -0.873  0.107
O: -1.939 -3.117 -0.479  0.015
C: -1.199 1.977 -3.160  -0.082
O: -0.523 -1.098 -1.306  0.092
H: -4.756 -1.819 0.362  0.115
S: -1.484 1.600 1.343  1.041
N: 4.000 -1.113 0.036  -0.038
H: -4.306 -2.883 -1.007  0.127
H: 3.057 -0.850 -1.787  0.139
C: -2.239 1.254 -2.604  -0.021
C: -3.814 1.789 2.724  -0.104
C: 6.881 1.002 1.119  0.012
C: -3.228 1.382 1.539  -0.440
H: -3.175 -1.041 -2.135  0.124
H: 3.336 -2.960 -0.653  0.135
H: 5.613 3.623 -0.373  0.124
N: -3.401 0.372 -0.668  -0.030
C: -5.167 1.594 2.938  -0.094
H: -5.615 1.894 3.873  0.100
C: 1.780 -0.153 -0.197  -0.096
H: -5.971 0.191 -0.020  0.111
H: -0.123 -3.980 -0.645  0.143
O: -2.286 -1.696 1.218  0.132
C: -2.359 1.111 -1.223  -0.231
H: 1.864 0.408 0.740  0.140
H: 0.310 2.992 -0.317  0.103
C: 3.164 -0.319 -0.832  -0.100
C: -3.984 0.781 0.530  -0.225
C: 2.044 -2.265 0.941  -0.102
O: 5.667 -1.535 1.481  0.058
H: 7.550 0.379 1.675  0.120
H: -3.192 2.239 3.484  0.101
C: 5.104 -0.744 0.736  -0.384
O: 5.098 1.654 -0.045  0.020


Record 5
This record from OMol25 describes a single C23H26ClN3O4S molecule. The level of theory is ωB97M-V with the def2-TZVPD basis set.

Computed properties:
- charge = 0
- structure (SMILES) = O=C(NCc1ccccc1Cl)C1CCN(S(=O)(=O)c2ccc(N3CCCC3=O)cc2)CC1
- HOMO (eV) = -8.9
- ΔE to the lowest compared entry with this formula, charge and spin (kcal per mole) = 12.7
- E_LUMO (eV) = 0.39
- 2S+1 = 1
- DFT total energy (eV) = -60292.4142
- gap between HOMO and LUMO (eV) = 9.323

Last column: Löwdin charge in e.
Element x y z (Å)
C: 2.283 0.606 -0.391  0.026
H: 7.923 -0.126 -0.196  0.112
H: 5.695 -1.097 -1.478  0.128
C: 3.364 -0.282 -0.398  -0.165
N: -1.170 -2.709 0.137  -0.227
C: 3.131 -1.636 -0.666  0.002
C: -2.234 -0.967 1.523  -0.123
H: 6.802 1.079 1.589  0.129
H: 2.449 1.648 -0.181  0.105
H: -1.509 3.985 2.101  0.103
Cl: -2.875 1.919 -2.888  0.739
C: 0.795 -1.195 -0.906  -0.284
H: -3.978 -2.091 2.112  0.150
C: -1.251 3.182 -1.168  -0.121
O: -1.721 -0.647 -1.379  -0.326
H: -1.152 -2.727 2.191  0.132
H: -2.242 -0.557 2.535  0.131
H: 7.096 0.831 -1.431  0.117
C: 1.850 -2.087 -0.920  -0.042
H: 6.890 2.381 0.402  0.124
H: -4.536 -3.170 0.099  0.127
H: -0.136 -1.483 1.436  0.117
H: -3.656 -2.030 -0.912  0.100
H: -2.426 -4.179 0.860  0.131
O: 4.249 2.165 0.916  0.085
C: 5.007 1.333 0.481  -0.427
C: -4.650 1.655 -0.408  -0.138
C: 5.821 -0.641 -0.494  -0.144
H: 0.064 4.158 0.202  0.105
H: 1.653 -3.125 -1.135  0.121
C: -4.529 -0.362 0.978  -0.476
C: -1.105 -1.985 1.388  -0.184
C: -3.619 -1.574 1.216  -0.198
H: -2.028 -0.145 0.835  0.093
N: 4.660 0.169 -0.159  0.009
C: -3.633 -2.560 0.038  -0.124
H: -3.517 -0.052 -0.764  0.080
C: -3.382 2.457 -0.277  -0.226
C: -0.899 3.690 0.070  -0.087
C: -2.482 2.567 -1.336  -0.610
H: -5.093 1.774 -1.400  0.101
H: -5.377 1.930 0.359  0.124
C: 1.006 0.146 -0.643  -0.033
H: 3.944 -2.343 -0.669  0.105
H: 5.962 -1.432 0.252  0.131
H: -2.349 -4.023 -0.911  0.117
O: -5.342 0.016 1.796  0.065
O: -0.826 -2.715 -2.336  -0.267
S: -0.850 -1.792 -1.242  0.707
N: -4.295 0.264 -0.195  0.084
H: 0.165 0.822 -0.651  0.099
C: -3.007 2.976 0.957  -0.028
C: 6.521 1.373 0.575  -0.078
C: -1.780 3.591 1.134  -0.077
C: 6.983 0.353 -0.458  -0.150
H: -0.573 3.252 -2.005  0.106
H: -3.691 2.880 1.787  0.120
C: -2.403 -3.470 0.027  -0.188


- Look up the charge of the first one.
  +1